i | 2 unconnected molecules or ions with the total composition C2H4N2O3. Source: OMol25; level of theory: ωB97M-V/def2-TZVPD.

Cartesian coordinates (Å):
C (-0.53, 0.98, 0.08)
C (-1.63, -0.13, -0.03)
H (2.40, -0.11, -0.69)
H (1.53, -1.29, 0.85)
H (1.33, 1.34, -0.10)
H (-0.25, -1.44, -0.46)
N (1.29, -0.68, -0.05)
N (0.67, 0.63, 0.55)
O (-0.82, 2.16, -0.26)
O (-1.18, -1.48, -0.18)
O (-2.82, 0.00, 0.30)

As for the HOMO-LUMO gap: 9.54 eV.

ii | C2H4N2O3 in the gas phase. Source: OMol25; level of theory: ωB97M-V/def2-TZVPD.

Cartesian coordinates (Å):
N (-2.02, -0.97, 0.29)
C (-1.38, 0.21, -0.04)
O (-1.83, 1.34, -0.03)
O (-0.08, -0.17, -0.23)
C (0.87, 0.87, 0.06)
N (2.13, 0.70, 0.27)
O (2.50, -0.59, 0.00)
H (-2.97, -1.09, 0.20)
H (-1.30, -1.72, -0.34)
H (0.67, 2.03, 0.05)
H (3.40, -0.61, -0.23)

As for the HOMO-LUMO gap: 10.54 eV.

iii | C2H4N2O3 in the gas phase. Source: OMol25; level of theory: ωB97M-V/def2-TZVPD.

Cartesian coordinates (Å):
N (-0.11, 1.31, -0.73)
N (-0.97, 0.42, -0.03)
C (-0.52, -0.67, 0.68)
O (-1.25, -1.29, 1.44)
C (0.90, -1.28, 0.51)
O (1.14, -2.23, 1.14)
O (1.63, -0.86, -0.52)
H (-0.43, 1.52, -1.75)
H (0.04, 2.21, -0.27)
H (-1.81, 0.80, 0.30)
H (1.39, 0.06, -0.77)

As for the HOMO-LUMO gap: 10.48 eV.

Stability verdict: iii, ahead by 43.8 kcal/mol